1.
Below is a single C6H10S molecule in a non-equilibrium geometry, with properties calculated with ωB97M-V/def2-TZVPD.

## Properties
M (g mol⁻¹): 114.213
E_LUMO (eV): 0.79
Energy above the lowest of the compared OMol25 structures with the same formula, charge and spin (kcal per mole): 154.0

```
! RIJCOSX wB97M-V def2-TZVPD def2/J DEFGRID3
* xyz 0 1
C 0.869 -0.162 -1.188
C 3.117 -0.049 0.693
C 0.231 0.754 -1.902
C -1.138 0.408 0.324
C -2.345 -0.279 0.956
C -0.625 -0.107 -1.008
S 2.398 -0.888 -0.468
H 2.333 0.593 1.323
H 4.096 0.463 0.563
H -2.611 0.245 1.758
H 0.412 1.599 -2.586
H -1.348 1.472 0.322
H -0.243 0.347 1.104
H -3.267 -0.357 0.342
H -2.163 -1.356 1.289
H -1.195 -0.942 -1.628
H 1.477 -1.741 0.104
*
```

Charges obtained by natural (NBO) population analysis, quoted in units of e:
1 C -0.24
2 C -1.00
3 C -0.17
4 C -0.42
5 C -0.59
6 C -0.24
7 S 0.72
8 H 0.21
9 H 0.25
10 H 0.20
11 H 0.23
12 H 0.21
13 H 0.19
14 H 0.21
15 H 0.20
16 H 0.19
17 H 0.06

***

2.
Below is 2 unconnected molecules or ions with the total composition C2H6O2SSi in a non-equilibrium geometry, with properties calculated with ωB97M-V/def2-TZVPD.

## Properties
M (g mol⁻¹): 122.221
E_LUMO (eV): -0.25
Energy above the lowest of the compared OMol25 structures with the same formula, charge and spin (kcal per mole): 76.6

```
! RIJCOSX wB97M-V def2-TZVPD def2/J DEFGRID3
* xyz 0 1
C 0.292 -0.506 0.410
C 1.421 -0.135 -2.354
O 0.683 -1.382 1.106
O -0.723 0.213 0.537
Si -1.697 -0.136 1.999
S 1.693 1.324 -2.993
H 0.872 -0.335 -0.498
H 2.502 -0.538 -1.974
H -0.930 0.124 3.317
H -2.504 1.136 1.980
H -2.025 -1.457 1.520
H 0.415 1.692 -3.050
*
```

Charges obtained by natural (NBO) population analysis, quoted in units of e:
1 C 0.65
2 C -0.53
3 O -0.62
4 O -0.78
5 Si 1.09
6 S 0.26
7 H 0.12
8 H 0.17
9 H -0.15
10 H -0.17
11 H -0.14
12 H 0.10

***

3.
Below is a molecular structure, C5H4CoLiO6 in a non-equilibrium geometry, with properties calculated with ωB97M-V/def2-TZVPD.

## Properties
M (g mol⁻¹): 225.955
E_LUMO (spin up / spin down) (eV): -11.73 / -15.85

```
! RIJCOSX wB97M-V def2-TZVPD def2/J DEFGRID3
* xyz 3 6
O 3.721 5.110 -2.291
C 2.809 4.424 -2.346
O 1.890 3.701 -2.326
O -0.123 0.977 -1.433
Co 0.506 2.481 -2.074
O -3.945 1.313 1.672
C -3.677 0.740 0.593
O -4.154 1.076 -0.517
O -2.892 -0.356 0.674
C -2.436 -1.025 -0.496
C -0.677 -1.060 -0.339
C -0.854 0.334 -0.709
Li -5.191 2.373 0.575
H -3.395 -1.031 -1.047
H -2.447 -2.019 -0.982
H -0.293 -1.681 -1.159
H -0.169 -1.143 0.630
*
```

Charges obtained by natural (NBO) population analysis, quoted in units of e:
1 O -0.25
2 C 1.12
3 O -0.78
4 O -0.79
5 Co 1.73
6 O -0.31
7 C 0.92
8 O -0.46
9 O -0.46
10 C -0.23
11 C -0.44
12 C 0.62
13 Li 0.98
14 H 0.36
15 H 0.36
16 H 0.29
17 H 0.34

***

4.
Below is 9 unconnected molecules or ions with the total composition C45H105N3O9 in a non-equilibrium geometry, with properties calculated with ωB97M-V/def2-TZVPD.

## Properties
M (g mol⁻¹): 832.347
E_LUMO (eV): 0.58
Energy above the lowest of the compared OMol25 structures with the same formula, charge and spin (kcal per mole): 14.1
Structure (SMILES): CC1(C)CCCC(C)(C)N1O.CC1(C)CCCC(C)(C)N1O.CC1(C)CCCC(C)(C)N1O.CC(C)O.CC(C)O.CC(C)O.CC(C)O.CC(C)O.CC(C)O

```
! RIJCOSX wB97M-V def2-TZVPD def2/J DEFGRID3
* xyz 0 1
C -5.774 -12.049 23.833
C -5.440 -10.643 24.394
C -4.752 -10.759 25.751
O -4.546 -9.924 23.537
H -6.589 -12.579 24.349
H -4.975 -12.801 23.941
H -6.107 -11.919 22.794
H -6.380 -10.107 24.407
H -3.674 -11.042 25.701
H -5.231 -11.524 26.387
H -4.757 -9.845 26.331
H -5.011 -9.800 22.661
C -6.082 -9.561 18.512
C -5.373 -9.121 19.777
C -6.075 -7.971 20.436
O -5.256 -10.162 20.779
H -5.472 -10.413 18.093
H -6.048 -8.754 17.776
H -7.041 -9.995 18.684
H -4.346 -8.823 19.485
H -6.266 -7.182 19.663
H -5.576 -7.503 21.307
H -7.061 -8.336 20.772
H -4.719 -10.881 20.397
C -2.338 -9.685 17.617
C -0.837 -9.930 17.645
C -0.044 -9.404 16.491
O -0.250 -9.480 18.903
H -2.821 -10.001 16.693
H -2.496 -8.648 17.915
H -2.913 -10.312 18.297
H -0.705 -11.053 17.659
H 0.087 -8.335 16.498
H -0.521 -9.662 15.492
H 0.964 -9.863 16.546
H -0.595 -10.046 19.605
C -3.484 -14.719 21.310
C -3.118 -13.589 20.369
C -3.352 -13.905 18.924
O -3.977 -12.471 20.770
H -3.461 -14.369 22.323
H -2.808 -15.567 21.257
H -4.456 -15.124 21.160
H -2.081 -13.383 20.622
H -2.849 -13.108 18.311
H -4.413 -13.979 18.718
H -2.907 -14.884 18.627
H -4.569 -12.772 21.456
C 3.015 -10.424 20.664
C 3.391 -10.203 19.246
C 3.724 -8.790 18.870
O 4.596 -11.056 19.060
H 2.227 -9.781 21.054
H 3.923 -10.220 21.264
H 2.628 -11.503 20.733
H 2.630 -10.660 18.564
H 2.817 -8.163 18.956
H 4.213 -8.787 17.909
H 4.389 -8.354 19.610
H 5.289 -10.629 19.563
C -0.749 -9.732 23.007
C -0.907 -11.182 22.533
C -1.759 -12.071 23.435
O -1.380 -11.124 21.148
H -1.712 -9.195 23.044
H -0.004 -9.233 22.330
H -0.512 -9.727 24.059
H 0.077 -11.699 22.388
H -1.251 -12.187 24.405
H -1.801 -13.062 22.971
H -2.754 -11.602 23.597
H -2.139 -10.568 21.050
C 2.493 -12.183 29.224
C 2.093 -12.615 27.790
C 3.411 -12.718 26.933
C 4.272 -13.992 27.259
C 3.316 -15.176 26.979
C 2.063 -15.275 27.828
N 1.378 -13.934 27.755
O 0.158 -13.927 28.456
C 1.151 -16.268 27.134
C 2.404 -15.679 29.311
C 1.205 -11.476 27.182
H 1.570 -12.100 29.884
H 2.914 -11.153 29.189
H 3.288 -12.802 29.649
H 3.150 -12.745 25.894
H 3.896 -11.784 27.091
H 4.511 -13.895 28.302
H 5.202 -13.992 26.708
H 3.886 -16.097 27.157
H 3.046 -15.313 25.937
H 0.251 -16.572 27.658
H 0.846 -15.875 26.148
H 1.739 -17.160 26.901
H 1.453 -15.784 29.892
H 2.877 -16.655 29.312
H 3.126 -15.008 29.768
H 1.775 -10.557 27.200
H 0.338 -11.256 27.868
H 0.896 -11.680 26.180
H 0.358 -13.947 29.408
C 4.463 -13.468 22.497
C 3.496 -14.487 21.985
C 2.238 -14.645 22.914
C 1.083 -15.393 22.238
C 0.682 -14.622 21.060
C 1.783 -14.398 19.997
N 3.002 -13.865 20.726
O 4.111 -13.899 19.809
C 2.052 -15.737 19.333
C 1.265 -13.458 18.842
C 4.168 -15.853 21.909
H 4.569 -13.703 23.571
H 4.173 -12.449 22.401
H 5.428 -13.698 22.070
H 2.467 -15.158 23.863
H 1.918 -13.659 23.223
H 0.203 -15.481 22.923
H 1.306 -16.412 21.967
H 0.258 -13.618 21.247
H -0.114 -15.132 20.533
H 2.872 -15.683 18.611
H 2.262 -16.505 20.078
H 1.086 -16.091 18.876
H 2.089 -13.366 18.203
H 0.366 -13.893 18.331
H 0.920 -12.543 19.302
H 3.482 -16.625 21.507
H 4.357 -16.206 22.916
H 5.124 -15.929 21.375
H 4.384 -12.984 19.755
C 0.777 -6.244 22.614
C 1.466 -5.773 21.334
C 0.810 -6.438 20.172
C -0.559 -5.959 19.773
C -0.477 -4.490 19.564
C 0.126 -3.746 20.809
N 1.404 -4.301 21.126
O 1.921 -3.672 22.268
C 0.275 -2.329 20.390
C -0.934 -3.694 21.903
C 2.957 -6.170 21.263
H 1.306 -7.165 22.856
H -0.311 -6.546 22.481
H 0.888 -5.561 23.458
H 1.446 -6.235 19.301
H 0.708 -7.496 20.389
H -1.354 -6.226 20.471
H -0.809 -6.512 18.880
H -1.407 -4.015 19.401
H 0.141 -4.266 18.648
H 0.935 -2.237 19.533
H -0.689 -1.898 20.067
H 0.660 -1.636 21.168
H -0.600 -3.108 22.716
H -1.795 -3.213 21.502
H -1.207 -4.707 22.247
H 3.546 -5.985 22.165
H 3.424 -5.723 20.386
H 2.987 -7.245 21.132
H 2.683 -3.206 21.947
*
```

Mulliken atomic charge list, values in e, 99 entries:
1 C -1.11
2 C 0.49
3 C -1.34
4 O -0.42
5 H 0.52
6 H 0.15
7 H 0.21
8 H 0.47
9 H 0.18
10 H 0.37
11 H 0.36
12 H 0.18
13 C -1.31
14 C 1.62
15 C -1.60
16 O -0.37
17 H 0.25
18 H 0.42
19 H 0.37
20 H -0.44
21 H 0.43
22 H 0.37
23 H 0.33
24 H 0.30
25 C -0.93
26 C 1.25
27 C -1.66
28 O 0.67
29 H 0.47
30 H 0.21
31 H -0.14
32 H -0.25
33 H 0.32
34 H 0.34
35 H 0.34
36 H -0.21
37 C -1.93
38 C 2.51
39 C -1.49
40 O -0.58
41 H 0.45
42 H 0.35
43 H 0.50
44 H -1.05
45 H 0.23
46 H 0.35
47 H 0.37
48 H -0.04
49 C 1.47
50 C 0.88
51 C -1.54
52 O -0.64
53 H -0.91
54 H 0.77
55 H -1.17
56 H -0.36
57 H 0.15
58 H 0.42
59 H 0.48
60 H 0.44
61 C -1.38
62 C 1.38
63 C -0.18
64 O 0.24
65 H 0.33
66 H 0.07
67 H 0.64
68 H -1.01
69 H 0.52
70 H -0.16
71 H -0.70
72 H -0.19
73 C -1.68
74 C 1.44
75 C -1.33
76 C -0.88
77 C -0.30
78 C 1.71
79 N 0.40
80 O -0.49
81 C -1.74
82 C -1.71
83 C -1.88
84 H 0.35
85 H 0.42
86 H 0.33
87 H 0.24
88 H 0.67
89 H 0.46
90 H 0.45
91 H 0.54
92 H -0.44
93 H 0.39
94 H 0.28
95 H 0.36
96 H 0.41
97 H 0.45
98 H 0.27
99 H 0.40